84
Properties=species:S:1:pos:R:3:lowdin_charge:R:1 method="wB97M-V/def2-TZVPD" lumo_ev=-3.753 e_above_lowest_kcal_mol=28.1 e_homo_ha=-0.4386 orbital_gap_ev=8.181 molar_mass_g_mol=742.508 total_charge=+1
Ti -0.97 0.83 0.76 0.968
N -2.17 1.33 -1.05 -0.021
C -2.99 2.55 -0.88 -0.099
C -3.21 2.78 0.60 -0.508
O -4.17 3.36 1.04 0.107
N -2.17 2.25 1.34 -0.083
C -2.27 2.31 2.79 -0.077
C -1.84 0.97 3.37 -0.519
O -1.78 0.71 4.53 0.161
O -1.47 0.09 2.39 -0.205
H -1.64 1.35 -1.92 0.067
H -2.78 0.53 -1.13 0.057
H -3.95 2.48 -1.39 0.136
H -2.45 3.41 -1.29 0.139
H -3.29 2.56 3.11 0.140
H -1.60 3.06 3.21 0.145
C 0.06 -2.40 0.71 -0.364
C 1.14 -1.96 -0.31 -0.335
P 0.87 -0.24 -0.91 1.058
C 0.45 -0.27 -2.68 -0.340
C 0.36 -1.42 -3.46 -0.079
C 0.00 -1.34 -4.80 -0.057
C -0.27 -0.11 -5.38 -0.058
C -0.17 1.05 -4.62 -0.061
C 0.19 0.96 -3.28 -0.130
C 2.49 0.58 -0.91 -0.348
C 2.54 1.98 -0.87 -0.108
C 3.75 2.64 -0.93 -0.059
C 4.93 1.92 -1.01 -0.058
C 4.89 0.53 -1.06 -0.057
C 3.68 -0.13 -1.02 -0.069
P -1.59 -1.76 0.27 1.031
C -1.97 -2.55 -1.33 -0.341
C -1.33 -3.73 -1.71 -0.102
C -1.66 -4.36 -2.90 -0.061
C -2.63 -3.81 -3.73 -0.063
C -3.29 -2.65 -3.35 -0.060
C -2.96 -2.03 -2.16 -0.090
C -2.78 -2.50 1.42 -0.348
C -3.88 -1.75 1.84 -0.093
C -4.83 -2.31 2.66 -0.056
C -4.69 -3.63 3.08 -0.057
C -3.61 -4.38 2.66 -0.059
C -2.66 -3.82 1.82 -0.071
H 0.29 -1.99 1.69 0.080
H 0.05 -3.49 0.81 0.081
H 1.21 -2.66 -1.14 0.072
H 2.10 -1.95 0.21 0.083
H 0.56 -2.40 -3.04 0.087
H -0.05 -2.24 -5.39 0.114
H -0.54 -0.05 -6.42 0.113
H -0.36 2.01 -5.07 0.114
H 0.30 1.88 -2.71 0.100
H 1.62 2.55 -0.76 0.102
H 3.78 3.72 -0.89 0.116
H 5.88 2.43 -1.05 0.114
H 5.81 -0.04 -1.13 0.113
H 3.67 -1.21 -1.07 0.106
H -0.58 -4.17 -1.07 0.101
H -1.16 -5.28 -3.18 0.116
H -2.89 -4.30 -4.66 0.115
H -4.06 -2.24 -3.98 0.114
H -3.52 -1.15 -1.87 0.093
H -3.98 -0.71 1.53 0.100
H -5.68 -1.72 2.99 0.114
H -5.43 -4.07 3.73 0.113
H -3.50 -5.41 2.98 0.112
H -1.82 -4.43 1.49 0.102
O 1.68 -0.17 2.01 0.082
C 1.61 1.04 1.98 -0.521
O 0.55 1.65 1.45 -0.182
C 2.69 1.94 2.46 -0.124
C 2.51 3.31 2.52 0.009
C 3.57 4.13 2.89 0.024
C 4.79 3.54 3.17 -0.124
C 4.99 2.17 3.12 0.027
C 3.92 1.37 2.76 0.020
N 5.93 4.41 3.53 -0.348
O 5.74 5.61 3.54 0.093
O 6.99 3.87 3.76 0.094
H 1.55 3.74 2.28 0.123
H 3.47 5.20 2.95 0.125
H 5.96 1.77 3.35 0.126
H 4.04 0.29 2.71 0.128

***

89
Properties=species:S:1:pos:R:3:mulliken_spin:R:1 method="wB97M-V/def2-TZVPD" lumo_ev="-0.249 / -0.147" e_above_lowest_kcal_mol=34.1 s2=0.76 e_homo_ha="-0.3000 / -0.2961" orbital_gap_ev="7.915 / 7.911" molar_mass_g_mol=894.994 spin_multiplicity=2
Ru -0.11 0.51 -0.33 0.885
C 3.47 3.98 2.00 0.000
N 2.50 3.58 0.99 -0.001
C 1.66 4.40 0.28 0.003
C 0.90 3.59 -0.50 -0.003
N 1.27 2.28 -0.30 0.024
C 2.19 2.32 0.65 0.005
P 2.99 0.88 1.40 0.000
C 1.52 0.15 2.15 -0.006
N 0.38 -0.01 1.50 -0.022
C -0.52 -0.58 2.36 0.001
C 0.10 -0.76 3.55 -0.004
N 1.38 -0.29 3.41 0.002
C 2.39 -0.26 4.47 0.000
C 2.92 -0.18 -0.04 0.000
N 1.89 -0.28 -0.86 0.004
C 2.25 -1.17 -1.84 0.000
C 3.52 -1.60 -1.60 0.001
N 3.94 -0.97 -0.46 -0.001
C 5.25 -1.12 0.15 0.000
H 3.64 5.05 1.91 0.000
H 3.08 3.79 3.00 0.000
H 4.41 3.45 1.84 0.000
H 1.67 5.47 0.43 0.000
H 0.15 3.86 -1.22 0.000
H -1.53 -0.79 2.04 -0.003
H -0.26 -1.16 4.49 0.000
H 1.93 -0.62 5.38 0.000
H 3.23 -0.89 4.21 0.000
H 2.73 0.76 4.63 0.000
H 1.60 -1.44 -2.65 0.001
H 4.14 -2.30 -2.13 0.000
H 5.88 -1.71 -0.52 0.000
H 5.71 -0.15 0.30 0.000
H 5.18 -1.63 1.11 0.000
O 0.16 3.03 5.56 0.000
S 0.30 3.72 4.30 0.000
O 1.41 4.65 4.19 0.000
N 0.29 2.68 3.06 -0.001
C -0.77 2.88 2.27 0.005
O -1.07 2.20 1.27 0.036
C -1.66 4.01 2.72 0.005
C -2.80 4.50 2.11 0.001
C -3.44 5.57 2.72 0.000
C -2.95 6.13 3.90 0.000
C -1.80 5.64 4.50 0.000
C -1.18 4.57 3.88 0.000
H -3.17 4.06 1.20 0.000
H -4.34 5.98 2.27 0.000
H -3.47 6.97 4.35 0.000
H -1.41 6.07 5.41 0.000
O -3.14 0.28 0.69 -0.002
S -2.97 1.29 -0.34 -0.005
N -1.77 1.26 -1.24 0.018
O -0.61 -1.30 -0.60 0.049
Si -1.07 -2.28 -1.83 -0.028
C -0.05 -3.84 -1.67 0.000
C 0.86 -3.96 -0.61 0.002
C 1.66 -5.08 -0.48 0.000
C 1.58 -6.11 -1.41 0.000
C 0.68 -6.02 -2.46 0.000
C -0.13 -4.90 -2.58 0.001
C -0.79 -1.47 -3.52 0.003
C -1.17 -2.06 -4.73 0.002
C -0.99 -1.39 -5.94 0.000
C -0.45 -0.11 -5.96 0.000
C -0.07 0.50 -4.77 0.004
C -0.23 -0.19 -3.58 0.018
C -2.87 -2.73 -1.79 0.005
C -3.34 -4.00 -1.41 0.000
C -4.70 -4.28 -1.37 0.000
C -5.62 -3.30 -1.71 0.000
C -5.18 -2.03 -2.08 0.000
C -3.82 -1.76 -2.12 0.002
H 0.92 -3.15 0.11 -0.001
H 2.36 -5.16 0.35 0.000
H 2.20 -6.99 -1.30 0.000
H 0.60 -6.83 -3.18 0.000
H -0.84 -4.85 -3.41 0.000
H -1.64 -3.04 -4.74 0.000
H -1.29 -1.87 -6.86 0.000
H -0.33 0.41 -6.90 0.000
H 0.34 1.50 -4.77 0.000
H 0.06 0.24 -2.63 -0.002
H -2.63 -4.77 -1.14 0.000
H -5.04 -5.27 -1.08 0.000
H -6.68 -3.52 -1.68 0.000
H -5.90 -1.26 -2.34 0.000
H -3.49 -0.77 -2.42 0.001

***

87
Properties=species:S:1:pos:R:3:mulliken_spin:R:1 method="wB97M-V/def2-TZVPD" lumo_ev="-6.230 / -6.424" e_above_lowest_kcal_mol=0.0 s2=0.76 e_homo_ha="-0.4150 / -0.4149" orbital_gap_ev="5.064 / 4.865" molar_mass_g_mol=880.835 total_charge=+2 spin_multiplicity=2
Ru 1.68 -0.64 -1.24 0.980
C -9.38 4.21 5.01 0.000
O -8.03 4.15 5.52 0.000
C -7.07 3.63 4.79 -0.002
C -7.25 3.09 3.50 -0.004
C -6.17 2.58 2.84 0.003
C -4.88 2.58 3.43 0.005
C -4.72 3.12 4.73 -0.001
C -5.79 3.63 5.40 0.002
C -3.80 2.05 2.69 -0.005
N -3.90 1.52 1.46 0.000
C -2.67 1.14 1.12 -0.002
C -1.75 1.44 2.15 -0.001
N -2.48 2.01 3.13 0.000
C -0.37 1.09 2.09 0.000
C 0.56 1.25 3.13 0.014
C 1.83 0.78 2.96 -0.005
C 2.18 0.20 1.73 0.029
N 1.33 0.09 0.72 -0.064
C 0.06 0.49 0.89 -0.010
C -0.88 0.22 -0.19 0.025
N -0.35 -0.35 -1.29 0.000
C -1.16 -0.65 -2.30 0.002
C -2.53 -0.42 -2.27 -0.002
C -3.08 0.16 -1.15 -0.002
C -2.24 0.51 -0.10 -0.006
H -9.96 4.68 5.79 0.000
H -9.76 3.21 4.82 0.000
H -9.42 4.81 4.10 0.000
H -8.22 3.07 3.03 0.000
H -6.28 2.16 1.85 0.000
H -3.76 3.14 5.22 0.000
H -5.70 4.05 6.39 0.000
H -2.15 2.36 4.01 0.000
H 0.26 1.70 4.07 0.001
H 2.57 0.84 3.75 0.000
H 3.17 -0.19 1.58 0.001
H -0.68 -1.08 -3.17 -0.001
H -3.14 -0.71 -3.11 0.000
H -4.15 0.34 -1.06 0.000
C 0.53 -6.96 1.66 0.000
O 0.73 -7.17 0.27 0.000
C 0.93 -6.10 -0.51 -0.004
C 1.12 -6.39 -1.89 0.003
C 1.33 -5.38 -2.76 0.004
C 1.38 -4.01 -2.36 0.024
C 1.65 -2.97 -3.29 -0.012
C 1.88 -3.23 -4.76 0.000
O 1.71 -1.76 -2.98 0.025
C 1.17 -3.71 -0.96 -0.002
O 1.15 -2.53 -0.44 0.022
C 0.94 -4.80 -0.08 -0.008
H 0.36 -7.94 2.09 0.000
H -0.35 -6.33 1.84 0.000
H 1.41 -6.50 2.12 0.000
H 1.09 -7.42 -2.21 0.000
H 1.46 -5.64 -3.80 0.000
H 1.80 -4.27 -5.06 -0.001
H 2.87 -2.86 -5.02 0.001
H 1.16 -2.64 -5.33 0.001
H 0.78 -4.53 0.96 0.000
Se 5.61 2.09 0.16 0.001
N 6.68 0.69 0.14 0.000
C 5.97 -0.32 -0.32 -0.001
C 6.46 -1.64 -0.52 -0.002
C 5.58 -2.56 -0.99 0.001
C 4.22 -2.21 -1.25 -0.003
N 3.71 -1.01 -1.09 -0.013
C 4.59 -0.03 -0.64 -0.007
N 4.20 1.21 -0.47 0.004
H 7.49 -1.89 -0.30 0.000
H 5.90 -3.58 -1.16 0.000
H 3.54 -2.97 -1.59 -0.001
C 2.38 2.61 -5.25 0.002
N 2.78 3.25 -4.01 0.001
C 2.37 2.90 -2.79 0.001
S 1.25 1.62 -2.55 0.008
N 2.78 3.63 -1.76 0.001
C 3.51 4.88 -1.86 0.000
H 2.40 3.35 -6.05 0.000
H 1.37 2.22 -5.15 0.000
H 3.05 1.79 -5.50 0.000
H 3.49 3.97 -4.08 0.000
H 2.51 3.28 -0.85 0.000
H 2.95 5.61 -2.45 0.000
H 4.50 4.74 -2.31 0.000
H 3.66 5.29 -0.86 0.000

***

85
Properties=species:S:1:pos:R:3:mulliken_spin:R:1 method="wB97M-V/def2-TZVPD" lumo_ev="-3.850 / -1.357" e_above_lowest_kcal_mol=31.3 s2=1.17 e_homo_ha="-0.2500 / -0.2968" orbital_gap_ev="2.953 / 6.719" molar_mass_g_mol=973.265 spin_multiplicity=2
Mo 0.16 -0.28 -0.62 1.394
O -3.63 0.06 1.25 0.003
S -2.57 -0.68 0.66 0.025
O -2.61 -0.92 -0.77 0.003
O -1.21 -0.08 0.96 0.012
C -2.49 -2.25 1.52 0.002
C -3.65 -2.62 2.18 0.002
C -3.71 -3.78 2.94 -0.001
C -2.59 -4.59 3.04 0.001
C -1.42 -4.24 2.38 0.000
C -1.36 -3.08 1.62 0.011
S 0.18 -2.80 0.79 -0.017
O 0.88 -4.04 0.72 0.001
O 0.89 -1.67 1.38 -0.002
O -0.25 -2.29 -0.59 0.010
H -4.51 -1.97 2.12 0.000
H -4.62 -4.05 3.45 0.000
H -2.62 -5.49 3.63 0.000
H -0.55 -4.88 2.43 0.000
C -9.02 3.90 -3.81 0.000
C -7.67 3.22 -3.76 -0.009
C -7.25 2.39 -4.79 0.002
C -6.01 1.75 -4.75 0.012
C -5.63 0.87 -5.91 -0.018
C -5.19 1.94 -3.64 -0.002
Te -3.32 0.96 -3.53 -0.354
N 0.06 0.76 -2.03 -0.094
C 0.13 -0.07 -3.19 0.005
O -0.82 -0.77 -3.49 0.035
C 1.39 -0.02 -3.98 0.004
C 1.87 -1.20 -4.53 -0.003
C 3.03 -1.17 -5.30 -0.001
C 3.68 0.03 -5.53 0.000
C 3.18 1.21 -4.99 0.000
C 2.04 1.18 -4.20 0.007
C -4.03 -1.00 -3.82 -0.071
C -3.48 -1.80 -4.83 0.026
C -2.53 -1.31 -5.89 -0.003
C -3.85 -3.14 -4.90 0.005
C -4.74 -3.71 -4.01 -0.008
C -5.08 -5.17 -4.07 0.000
C -5.30 -2.88 -3.04 0.002
C -4.96 -1.54 -2.93 0.051
C -5.64 -0.73 -1.85 -0.016
C -5.59 2.78 -2.59 0.012
C -4.78 3.04 -1.35 -0.015
C -6.83 3.41 -2.68 0.002
H -9.45 3.83 -4.81 0.000
H -8.94 4.95 -3.54 0.000
H -9.71 3.43 -3.12 -0.001
H -7.89 2.24 -5.66 -0.001
H -6.27 1.07 -6.77 -0.001
H -5.73 -0.19 -5.65 0.002
H -4.59 1.02 -6.21 0.003
H 1.35 -2.13 -4.34 -0.001
H 3.42 -2.09 -5.71 0.000
H 4.57 0.05 -6.14 0.000
H 3.69 2.15 -5.17 0.000
H 1.66 2.09 -3.75 0.000
H -2.29 -0.25 -5.79 0.003
H -2.97 -1.47 -6.88 -0.003
H -1.60 -1.87 -5.86 -0.001
H -3.41 -3.75 -5.68 0.000
H -4.72 -5.62 -4.99 0.000
H -6.16 -5.33 -4.01 0.000
H -4.63 -5.71 -3.23 -0.001
H -6.02 -3.28 -2.33 0.000
H -6.15 -1.37 -1.14 -0.001
H -6.37 -0.05 -2.29 0.000
H -4.92 -0.11 -1.31 0.005
H -3.74 2.71 -1.42 0.004
H -5.21 2.51 -0.50 -0.001
H -4.78 4.10 -1.11 0.000
H -7.14 4.06 -1.87 0.000
Br 6.81 -0.64 -1.92 -0.001
C 4.98 -0.56 -1.44 -0.002
C 4.36 0.67 -1.34 0.006
C 3.01 0.72 -1.06 0.022
C 2.27 -0.45 -0.84 -0.042
C 2.93 -1.67 -0.91 -0.006
C 4.28 -1.73 -1.23 0.000
H 4.92 1.58 -1.51 -0.001
H 2.52 1.69 -1.04 0.003
H 2.42 -2.61 -0.75 0.001
H 4.78 -2.69 -1.30 0.000

***

80
Properties=species:S:1:pos:R:3:mulliken_spin:R:1 method="wB97M-V/def2-TZVPD" lumo_ev="-0.231 / -0.238" e_above_lowest_kcal_mol=0.0 s2=6.03 e_homo_ha="-0.1768 / -0.2231" orbital_gap_ev="4.578 / 5.834" molar_mass_g_mol=719.305 spin_multiplicity=5
C -1.59 -0.27 5.02 0.081
C -2.25 0.23 3.86 -0.003
C -2.17 -0.77 2.83 0.088
H -2.82 1.16 3.80 -0.001
C -1.46 -1.89 3.37 0.031
C -1.12 -1.59 4.72 0.084
H -0.65 -2.27 5.43 0.007
H -1.53 0.22 5.99 0.008
H -2.67 -0.73 1.87 -0.002
H -1.31 -2.84 2.85 -0.001
Fe -0.19 -0.16 3.35 3.481
Si 0.31 0.04 0.71 0.074
C -0.50 1.56 -0.04 0.006
C 0.17 2.53 -0.82 0.008
H 1.25 2.44 -1.00 0.002
C -0.53 3.59 -1.40 -0.004
H -0.03 4.26 -2.10 0.000
C -1.88 3.80 -1.11 0.013
H -2.42 4.65 -1.56 0.002
C -2.52 2.93 -0.23 -0.003
H -3.56 3.12 0.06 0.000
C -1.85 1.82 0.28 0.004
H -2.41 1.14 0.94 -0.002
C -0.34 -1.56 -0.02 -0.010
C -1.50 -1.56 -0.81 0.009
H -1.94 -0.62 -1.12 0.003
C -2.08 -2.77 -1.24 -0.005
H -3.01 -2.75 -1.80 0.000
C -1.45 -3.98 -0.97 0.013
H -1.88 -4.92 -1.34 0.002
C -0.26 -3.99 -0.24 -0.009
H 0.25 -4.94 -0.05 0.000
C 0.31 -2.79 0.21 0.017
H 1.30 -2.80 0.69 0.002
H 1.79 0.02 0.75 0.011
Si 2.11 0.28 -3.78 0.001
C 1.63 -1.34 -4.55 0.001
C 0.77 -1.34 -5.66 0.000
H 0.47 -0.39 -6.11 0.000
C 0.23 -2.54 -6.12 0.000
H -0.46 -2.53 -6.97 0.000
C 0.53 -3.74 -5.46 0.000
H 0.06 -4.67 -5.79 0.000
C 1.40 -3.74 -4.36 0.000
H 1.63 -4.67 -3.84 0.000
C 1.94 -2.54 -3.90 0.000
H 2.55 -2.54 -2.99 0.000
C 0.99 1.60 -4.48 -0.001
C -0.36 1.79 -4.14 0.000
H -0.82 1.18 -3.36 0.000
C -1.11 2.79 -4.77 0.001
H -2.15 2.95 -4.49 0.000
C -0.52 3.62 -5.74 0.000
H -1.11 4.43 -6.21 0.000
C 0.83 3.43 -6.08 0.000
H 1.29 4.07 -6.85 0.000
C 1.59 2.45 -5.43 0.000
H 2.65 2.34 -5.65 0.000
H 3.54 0.61 -3.98 0.001
Cl 2.04 -0.15 -1.77 0.010
C -1.27 3.28 3.45 0.003
C -0.22 2.72 4.32 0.032
N 0.41 1.55 4.14 -0.019
C 1.46 1.40 5.07 0.011
C 1.56 2.42 5.99 -0.005
S 0.41 3.66 5.67 0.016
C 2.06 0.10 5.09 0.017
C 2.92 -0.47 6.00 -0.007
S 3.11 -2.16 5.71 0.014
C 1.95 -2.06 4.40 0.037
N 1.48 -0.82 4.19 -0.028
C 1.56 -3.28 3.67 -0.001
H -2.10 3.55 4.11 0.002
H -0.91 4.21 2.97 0.003
H -1.61 2.59 2.67 0.003
H 2.25 2.41 6.82 -0.001
H 3.36 0.07 6.82 0.000
H 2.44 -3.66 3.12 0.002
H 1.27 -4.02 4.42 0.002
H 0.74 -3.13 2.96 0.003